Record 1
This record from the Open Molecules 2025 dataset describes a cluster of 2 separate species, C3H10OP in total. The level of theory is ωB97M-V/def2-TZVPD.

Properties
- HOMO level (spin up / spin down) (eV) = -11.97 / -15.25
- orbital gap (spin up / spin down) (eV) = 4.3 / 11.6
- charge = +1
- relative energy (zero: lowest compared OMol25 entry of this formula, charge and spin) (kJ/mol) = 367.34

Element x y z (Å)
C -0.3727 -1.3320 -0.0072
H 3.7213 0.4389 -0.9326
C -2.6192 0.6700 -0.1599
H 2.4359 0.0670 0.5188
H -3.2822 -0.0728 -0.5170
H -2.9600 1.7133 -0.4331
P -0.8433 0.3223 -0.6370
H -0.6883 -1.3944 1.1287
H -0.9462 -2.0720 -0.5271
C 3.5285 -0.0275 0.0267
H -2.5868 0.5175 0.9021
H 4.1295 -0.8267 0.2736
H 0.6290 -1.4846 -0.1728
O 0.0415 1.2666 0.3014
H -0.1869 2.2144 0.2355

Record 2
This record from the Open Molecules 2025 dataset describes a cluster of 2 separate species, C6H13NOS in total. The level of theory is ωB97M-V/def2-TZVPD.

Properties
- HOMO level (eV) = -8.07
- orbital gap (eV) = 8.0
- charge = 0
- relative energy (zero: lowest compared OMol25 entry of this formula, charge and spin) (kJ/mol) = 708.68

Element x y z (Å)
H -2.4007 1.9304 -0.5100
C -2.3532 0.9455 -1.0757
H 0.0426 1.0848 -0.6043
H 0.9190 -3.9550 0.8227
H -3.2439 0.9494 -1.6161
O -2.9320 -0.0947 0.8460
C 2.1512 0.5087 -0.6799
H -0.6840 -3.7601 -0.2003
H 2.1978 0.1171 -1.6592
H 2.6916 1.5690 -0.6706
H 1.4789 1.7971 1.9636
S 1.0104 -2.0139 -0.2199
H -0.2131 2.0851 1.3286
H 1.1454 2.8657 0.4698
C -0.0001 -3.3555 0.5807
H -1.4185 0.8248 -1.6460
N -2.5309 -0.2454 -0.2729
H -0.5533 -3.0532 1.5984
C 0.1957 -0.6712 0.4608
H 2.8552 -0.0246 0.0201
C 0.8257 0.6242 0.0529
C 0.8161 1.8719 1.0112

Record 3
This record from the Open Molecules 2025 dataset describes a structure of composition C20H31F9O12. The level of theory is ωB97M-V/def2-TZVPD.

Properties
- HOMO level (eV) = -8.86
- orbital gap (eV) = 9.3
- charge = 0
- relative energy (zero: lowest compared OMol25 entry of this formula, charge and spin) (kJ/mol) = 1061.99

Element x y z (Å)
H 13.2059 -7.5638 13.5673
C 17.4054 -6.3609 13.4857
H 16.2660 -10.9294 13.5815
F 12.5278 -6.1342 15.9080
F 11.0515 -5.0134 17.1518
C 11.2900 -4.4245 14.8418
F 19.4953 -1.4815 13.0132
H 15.3339 -11.8453 14.7645
H 17.8853 -6.3757 14.4642
H 14.0852 -4.8484 11.3081
C 14.9114 -4.5965 11.9729
F 18.3101 -2.0490 14.6913
O 10.4632 -3.5312 14.8982
H 14.3940 -2.5816 12.5821
C 18.7730 -2.4176 13.5378
H 13.1014 -3.4057 17.2680
H 11.7392 -7.5003 12.4938
H 15.7650 -5.1457 11.5756
H 9.3910 -10.5366 15.9054
H 15.1606 -10.0719 14.6676
O 17.8856 -2.7666 11.3094
O 11.2683 -10.6128 14.9872
C 13.8644 -4.1840 17.2539
O 15.8027 -7.8819 12.0431
C 17.6334 -2.6898 12.5225
C 13.1103 -2.3470 13.4650
O 14.0676 -4.6743 15.9814
F 16.2094 -9.1918 9.7009
C 15.1578 -5.4216 15.7132
F 15.1577 -10.5712 10.9401
H 13.4603 -4.9675 17.8949
H 14.3243 -11.8884 12.4340
H 15.4706 -2.7258 11.2002
C 10.1460 -9.9194 15.4184
C 12.6039 -6.9641 12.8846
H 12.2328 -6.0491 13.3464
F 10.4172 -6.3999 15.6519
C 15.3054 -10.9869 14.0933
H 17.9552 -7.0821 12.8810
C 12.1208 -10.1328 14.0103
H 14.6618 -5.0282 12.9421
H 14.1398 -10.1467 12.4466
H 12.2936 -1.8809 14.0161
O 16.3474 -2.9261 13.0465
O 12.9836 -11.1472 13.7690
H 13.4437 -1.6416 12.7038
H 12.7119 -5.6968 11.1479
H 17.5513 -5.3418 13.1276
H 9.5779 -9.4544 14.6127
O 15.9903 -5.7705 16.4848
C 11.3610 -5.5130 15.9428
C 15.2623 -3.1159 12.1965
H 13.1254 -4.0122 12.0300
H 14.7086 -3.6458 17.6848
H 15.5374 -6.9762 12.7997
C 14.2028 -11.0253 13.0886
O 12.0429 -9.0650 13.4241
C 14.9931 -8.1221 11.1234
H 10.4235 -9.0748 16.0490
C 12.5158 -3.6316 12.8495
F 19.5217 -3.5160 13.7315
H 11.5180 -3.4354 12.4570
F 14.1011 -9.4484 9.3434
H 15.9513 -7.7107 14.3088
C 15.0538 -9.4193 10.2625
H 13.9532 -2.5764 14.1168
O 13.9246 -7.3676 10.8152
C 15.9355 -6.7525 13.7894
H 14.2700 -5.7803 11.9772
O 12.2411 -4.6176 13.8238
O 15.0552 -5.8516 14.4542
C 13.3910 -6.3564 11.6880